# C23H35O4P3S2V

A structure of composition C23H35O4P3S2V in a non-equilibrium geometry (ωB97M-V/def2-TZVPD, the OMol25 dataset).

ORCA input file:
```
! wB97M-V def2-TZVPD RIJCOSX def2/J DEFGRID3
* xyz 2 2
V 0.3819 0.3631 -1.2240
C 3.5695 -1.0249 -0.5700
P 2.0678 -1.2628 -1.5130
C 2.5922 -1.3360 -3.2463
C 1.2631 -2.8270 -1.1220
C 1.9618 -3.8907 -0.5687
C 1.3011 -5.0858 -0.3060
C -0.0444 -5.2171 -0.6090
C -0.7498 -4.1525 -1.1627
C -0.1075 -2.9480 -1.4101
P -0.9621 -1.5079 -2.1310
C -2.6933 -1.4866 -1.5715
C -1.0944 -1.8959 -3.9068
H 3.3431 -0.9892 0.4921
H 4.0139 -0.0781 -0.8777
H 4.2721 -1.8304 -0.7891
H 3.1844 -0.4509 -3.4794
H 1.7472 -1.3749 -3.9284
H 3.2050 -2.2278 -3.3868
H 3.0134 -3.7997 -0.3281
H 1.8423 -5.9129 0.1336
H -0.5535 -6.1512 -0.4116
H -1.8011 -4.2819 -1.3885
H -2.8271 -0.8547 -0.6968
H -3.0264 -2.4958 -1.3313
H -3.3105 -1.1053 -2.3851
H -1.4189 -1.0283 -4.4805
H -1.8338 -2.6905 -4.0187
H -0.1459 -2.2548 -4.2986
C -0.8423 2.5056 4.7336
C -0.3904 2.6078 3.2979
C -1.5033 2.5740 2.2809
O 0.6212 1.5502 3.0168
P 0.5216 0.0222 2.8153
S 2.1144 -0.9547 2.8912
S -0.2498 -0.1967 0.7342
O -0.7359 -0.4026 3.6122
C -1.5387 -1.6556 3.7163
C -0.6927 -2.8900 3.5306
C -2.7130 -1.5648 2.7730
H -1.3778 3.4199 4.9932
H 0.0113 2.4134 5.4032
H -1.5109 1.6606 4.8901
H 0.2095 3.5050 3.1638
H -2.1185 1.6782 2.3853
H -1.1187 2.6315 1.2622
H -2.1483 3.4374 2.4492
H -1.8909 -1.5907 4.7432
H -0.3202 -2.9772 2.5062
H -1.3237 -3.7556 3.7379
H 0.1570 -2.9103 4.2100
H -2.4084 -1.7159 1.7361
H -3.2266 -0.6079 2.8618
H -3.4241 -2.3513 3.0288
O 1.3765 2.0239 -0.5367
C 1.0225 2.4890 -1.6483
O 0.8000 1.4917 -2.5629
C 0.7532 3.8604 -1.9611
C 0.8542 4.8225 -0.9496
C 0.6273 6.1469 -1.2644
C 0.3145 6.5005 -2.5754
C 0.2151 5.5436 -3.5808
C 0.4361 4.2150 -3.2769
H 1.1131 4.5254 0.0580
H 0.6984 6.9089 -0.5010
H 0.1528 7.5424 -2.8199
H -0.0274 5.8383 -4.5921
H 0.3731 3.4574 -4.0457
*
```

Calculated values
- DFT total energy: -3962.4275 Eh
- HOMO (spin up / spin down): -14.52 / -14.56 eV
- Expectation value of S²: 0.82
- Frontier orbital gap (spin up / spin down): 6.66 / 7.44 eV
- Lowest unoccupied orbital energy (spin up / spin down): -0.2889 / -0.2618 hartree

Here are the Löwdin charges for atoms 1 to 8, given in e: atom 1 (V): 0.423, atom 2 (C): -0.200, atom 3 (P): 0.868, atom 4 (C): -0.184, atom 5 (C): -0.379, atom 6 (C): -0.048, atom 7 (C): -0.030, atom 8 (C): -0.031

***

# C28H27N4O5V

A structure of composition C28H27N4O5V in a non-equilibrium geometry (ωB97M-V/def2-TZVPD, the OMol25 dataset).

ORCA input file:
```
! wB97M-V def2-TZVPD RIJCOSX def2/J DEFGRID3
* xyz -1 4
V -14.4237 10.6893 -2.8341
O -12.2655 7.2764 1.8841
C -12.8287 7.9894 0.8631
C -13.0916 7.4587 -0.4041
C -13.4991 8.2367 -1.4283
N -13.7382 9.5114 -1.2487
C -13.5887 10.0459 -0.0235
C -13.0719 9.3511 1.0440
C -13.9305 11.5507 -0.0511
O -13.6245 12.2375 0.9182
O -14.4050 11.9000 -1.1656
C -13.8351 7.7659 -2.8283
O -13.5244 6.5990 -3.1243
O -14.3594 8.6132 -3.6062
H -12.0283 6.3773 1.6373
H -12.8520 6.3945 -0.5609
H -12.9574 9.8961 2.0269
C -11.2524 9.8969 -3.0330
C -11.6018 10.9515 -4.0748
C -10.6056 11.4511 -4.8775
C -10.9038 12.3188 -5.9536
C -12.2191 12.6537 -6.1076
C -13.1475 12.1579 -5.2503
N -12.8555 11.2998 -4.2529
C -14.5807 12.5446 -5.2636
C -15.0559 13.5436 -6.0681
C -16.3924 14.0634 -5.8334
C -17.1226 13.5595 -4.7972
C -16.6021 12.4391 -4.0706
N -15.3188 11.9985 -4.2597
C -17.3840 11.7202 -3.1255
C -18.7098 12.1708 -2.8214
C -19.4312 11.5146 -1.8616
C -18.8299 10.4137 -1.1386
C -17.6136 9.9393 -1.4749
C -16.9186 8.9173 -0.6538
N -16.9308 10.4561 -2.6161
H -10.1631 9.8120 -3.1297
H -11.4650 10.2379 -2.0221
H -11.5295 8.8951 -3.2380
H -9.6046 11.2265 -4.7040
H -10.1096 12.7110 -6.5508
H -12.5085 13.3789 -6.8164
H -14.5190 13.9035 -6.9487
H -16.8959 14.7995 -6.3805
H -18.1284 13.8827 -4.6229
H -19.0332 13.0587 -3.3605
H -20.3448 11.9644 -1.4520
H -19.2759 9.9773 -0.2916
H -16.0793 9.2860 -0.1075
H -17.6235 8.5471 0.1510
H -16.6828 7.9529 -1.1886
C -19.1058 8.2345 -4.0983
C -18.2204 9.4103 -4.6193
C -17.8601 9.0306 -6.0261
C -16.9295 9.5165 -3.8471
H -20.2141 8.2000 -4.4397
H -19.1011 8.2503 -3.0084
H -18.6789 7.2024 -4.3064
H -18.8065 10.3316 -4.6056
H -17.1944 8.1946 -6.0666
H -17.3620 9.8106 -6.6368
H -18.7392 8.5993 -6.5193
H -16.1642 9.9515 -4.4556
H -16.5821 8.5043 -3.5951
*
```

Calculated values
- DFT total energy: -2622.5589 Eh
- HOMO (spin up / spin down): -2.62 / -2.73 eV
- Expectation value of S²: 3.78
- Frontier orbital gap (spin up / spin down): 5.08 / 5.17 eV
- Lowest unoccupied orbital energy (spin up / spin down): 0.0902 / 0.0897 hartree

Here are the Löwdin charges for atoms 1 to 8, given in e: atom 1 (V): 0.890, atom 2 (O): 0.058, atom 3 (C): -0.272, atom 4 (C): 0.054, atom 5 (C): -0.224, atom 6 (N): 0.037, atom 7 (C): -0.165, atom 8 (C): 0.068

***

# C4H12N2O2PS2

The ion C4H12N2O2PS2 with charge +1 in a non-equilibrium geometry (ωB97M-V/def2-TZVPD, the OMol25 dataset).

ORCA input file:
```
! wB97M-V def2-TZVPD RIJCOSX def2/J DEFGRID3
* xyz 1 1
C -1.9196 0.3201 -1.0812
C -3.1543 1.0982 0.8010
C 0.7619 -3.2934 0.3761
C 3.6709 2.2172 -0.0136
N -2.9854 0.9120 -0.5743
N -1.0345 -0.1656 -0.1538
O 0.6305 -0.2498 -2.0083
O 0.3188 -2.3628 -0.6151
P 0.4704 -0.7905 -0.6433
S 3.7590 0.3984 0.1075
S 2.2416 -0.1483 1.2031
H -1.6808 -0.1331 -2.0438
H -4.1970 0.9180 1.0478
H -2.5880 0.4076 1.3560
H -2.8360 2.0826 0.9962
H 0.0660 -3.1651 1.2051
H 1.7444 -2.8981 0.7200
H 0.5658 -4.3200 -0.1300
H 3.7512 2.6829 0.9020
H 2.7824 2.4917 -0.5127
H 4.5457 2.5216 -0.5434
H -3.6980 1.3729 -1.1922
H -1.2151 0.1036 0.7968
*
```

Calculated values
- DFT total energy: -1557.0891 Eh
- HOMO (spin up / spin down): -11.97 / -11.97 eV
- SMILES string: CN/C=[NH+]/[P@](=O)(OC)SSC
- Frontier orbital gap (spin up / spin down): 7.76 / 7.76 eV
- Lowest unoccupied orbital energy (spin up / spin down): -0.1546 / -0.1546 hartree

Here are the Löwdin charges for atoms 1 to 8, given in e: atom 1 (C): -0.042, atom 2 (C): -0.037, atom 3 (C): -0.090, atom 4 (C): -0.400, atom 5 (N): 0.018, atom 6 (N): -0.043, atom 7 (O): -0.306, atom 8 (O): -0.316

***

Copy entry 3 word for word.
# C4H12N2O2PS2

The ion C4H12N2O2PS2 with charge +1 in a non-equilibrium geometry (ωB97M-V/def2-TZVPD, the OMol25 dataset).

ORCA input file:
```
! wB97M-V def2-TZVPD RIJCOSX def2/J DEFGRID3
* xyz 1 1
C -1.9196 0.3201 -1.0812
C -3.1543 1.0982 0.8010
C 0.7619 -3.2934 0.3761
C 3.6709 2.2172 -0.0136
N -2.9854 0.9120 -0.5743
N -1.0345 -0.1656 -0.1538
O 0.6305 -0.2498 -2.0083
O 0.3188 -2.3628 -0.6151
P 0.4704 -0.7905 -0.6433
S 3.7590 0.3984 0.1075
S 2.2416 -0.1483 1.2031
H -1.6808 -0.1331 -2.0438
H -4.1970 0.9180 1.0478
H -2.5880 0.4076 1.3560
H -2.8360 2.0826 0.9962
H 0.0660 -3.1651 1.2051
H 1.7444 -2.8981 0.7200
H 0.5658 -4.3200 -0.1300
H 3.7512 2.6829 0.9020
H 2.7824 2.4917 -0.5127
H 4.5457 2.5216 -0.5434
H -3.6980 1.3729 -1.1922
H -1.2151 0.1036 0.7968
*
```

Calculated values
- DFT total energy: -1557.0891 Eh
- HOMO (spin up / spin down): -11.97 / -11.97 eV
- SMILES string: CN/C=[NH+]/[P@](=O)(OC)SSC
- Frontier orbital gap (spin up / spin down): 7.76 / 7.76 eV
- Lowest unoccupied orbital energy (spin up / spin down): -0.1546 / -0.1546 hartree

Here are the Löwdin charges for atoms 1 to 8, given in e: atom 1 (C): -0.042, atom 2 (C): -0.037, atom 3 (C): -0.090, atom 4 (C): -0.400, atom 5 (N): 0.018, atom 6 (N): -0.043, atom 7 (O): -0.306, atom 8 (O): -0.316